{"formula": "C16H23As2NO3Ti", "method": "the ωB97M-V functional and the def2-TZVPD basis", "species": ["Ti", "O", "C", "O", "C", "O", "N", "C", "C", "H", "H", "H", "H", "C", "C", "H", "H", "H", "C", "As", "C", "C", "C", "C", "C", "C", "C", "As", "C", "C", "H", "H", "H", "H", "H", "H", "H", "H", "H", "H", "H", "H", "H", "H", "H", "H"], "xyz": [[0.31841, -0.42762, -0.44901], [-0.53812, -1.11936, -1.98526], [-0.38612, -0.96978, -3.25964], [1.47112, 0.57247, -1.61767], [1.33847, 0.74319, -2.87395], [2.01898, 1.63965, -3.51318], [0.52258, 0.00439, -3.68152], [1.67354, 1.52398, -4.94933], [0.72366, 0.38237, -5.06548], [2.61178, 1.33230, -5.48102], [1.21101, 2.47099, -5.23343], [1.15170, -0.44675, -5.62004], [-0.21823, 0.67042, -5.52347], [-1.09033, -1.64464, -4.27569], [-2.27194, -2.29719, -4.08966], [-0.63339, -1.58213, -5.26903], [-2.81131, -2.21914, -3.15012], [-2.72336, -2.84400, -4.91505], [2.87772, -1.00234, 2.82650], [1.30022, -1.27521, 1.64492], [0.89758, -3.18988, 1.78947], [0.08895, -0.45406, 2.98928], [-0.10962, -1.13615, 4.17830], [-0.90055, -0.56393, 5.18046], [-1.48328, 0.69114, 4.97858], [-1.32875, 1.36218, 3.74787], [-0.55554, 0.77365, 2.74378], [-0.77279, 1.29497, 0.82537], [-2.60085, 1.99407, 0.90170], [0.26766, 2.92546, 0.59783], [3.78916, -1.23370, 2.26634], [2.79880, -1.64780, 3.71356], [2.88261, 0.05035, 3.13855], [0.93312, -3.53913, 2.82173], [-0.09854, -3.33293, 1.35666], [1.64022, -3.70908, 1.17292], [0.36310, -2.10938, 4.30676], [-1.04210, -1.11227, 6.11353], [-2.07461, 1.14798, 5.77541], [-1.82998, 2.31743, 3.55976], [-2.63636, 2.87882, 1.54265], [-2.86134, 2.23687, -0.13339], [-3.25642, 1.20146, 1.28476], [0.08923, 3.58555, 1.46170], [1.33192, 2.66316, 0.50512], [-0.07801, 3.39360, -0.33756]], "atomic_forces_ev_per_a": [[0.8278, -0.7244, -0.8223], [-0.9745, -0.6776, -3.6134], [0.6014, 1.2757, 2.7321], [0.2981, 1.0083, -2.8345], [0.5241, -0.3798, 2.4299], [-0.3823, -0.4446, -0.5495], [-0.5342, -0.7110, 0.6707], [1.0961, 1.2541, -0.0829], [-0.5941, -0.6615, -0.5679], [-0.2668, 0.3609, 0.1512], [0.3607, -0.0781, -0.0001], [0.0477, -0.0929, -0.0959], [-0.0506, 0.0306, -0.0464], [-1.3006, -1.2450, -1.0377], [1.0499, 0.7687, -0.1524], [-0.3424, -0.3617, 0.3878], [0.1647, -0.2742, -0.0404], [0.0029, 0.1881, 0.2051], [0.2028, -0.0785, -0.6761], [0.4981, -0.3314, 3.3830], [0.1485, 0.3212, -0.3996], [-0.4315, -0.1268, -0.6436], [-0.0271, 0.3221, 0.2927], [0.1402, -0.0076, -0.1530], [0.1465, 0.2115, -0.2662], [0.1055, -0.3899, 0.3003], [-0.2185, -0.4847, -0.5786], [-1.0676, 1.7041, 2.6031], [0.2697, -0.4184, -0.3948], [0.0024, 0.0854, -0.0894], [-0.0989, 0.0524, 0.2586], [-0.1428, 0.1690, -0.4294], [-0.0355, -0.3376, -0.1747], [-0.0019, 0.0282, -0.1859], [0.1706, -0.1684, 0.1942], [-0.2007, -0.0474, 0.2310], [-0.1971, 0.2417, 0.2748], [-0.0589, 0.2837, -0.2486], [0.1688, -0.1586, -0.3021], [0.1409, -0.4039, 0.2493], [-0.0092, -0.1678, -0.2107], [-0.2084, 0.1152, 0.2988], [0.1462, 0.3146, -0.1236], [0.1659, -0.2043, -0.4350], [-0.3447, 0.2447, 0.1024], [0.2087, -0.0042, 0.3895]], "lumo_ev": [-7.48, -7.53], "orbital_gap_ev": [6.17, 7.05], "total_charge": 2, "multiplicity": 3}